No. 1
18
Properties=species:S:1:pos:R:3 method="wB97M-V/def2-TZVPD" gap_ev="7.57 / 9.52" multiplicity=3 charge=+1 lumo_ev="-3.66 / -6.01" e_homo_ev="-11.23 / -15.53" energy_ev=-22193.0537 e_above_lowest_ev=0.000
C -1.80179 -1.65879 -0.10123
C 1.09856 0.75326 -0.17191
C 1.51278 2.15423 -0.17126
C -0.26856 0.26057 0.40426
N -0.62043 -1.10482 -0.03984
N -3.03355 -1.22917 -0.27937
O 1.85352 -1.71784 0.12001
O 3.67844 0.08750 -0.23912
S 2.36691 -0.35898 0.09618
H -1.62665 -2.68648 -0.11427
H 1.74650 2.41216 0.82513
H 0.71151 2.92429 -0.46923
H 2.30644 2.42426 -0.77890
H -0.08792 0.36365 1.43132
H -1.06943 1.07570 0.05287
H 0.24686 -1.67157 -0.01649
H -3.83515 -1.76159 -0.06063
H -3.17804 -0.26637 -0.48750

No. 2
17
Properties=species:S:1:pos:R:3 method="wB97M-V/def2-TZVPD" gap_ev="7.95 / 7.95" charge=+1 lumo_ev="-4.38 / -4.38" e_homo_ev="-12.33 / -12.33" energy_ev=-20147.2397 e_above_lowest_ev=3.961
C -0.16639 -0.42189 -1.30115
C 0.38034 -1.57405 -0.95735
C 0.97631 0.40270 0.60333
C -1.90663 0.19558 0.74715
N 2.02147 1.27418 0.04733
N -0.13523 0.54574 -0.38193
O -2.04516 -1.05902 0.45396
S 1.27846 -1.44671 0.48228
H -0.60018 -0.11812 -2.20806
H 0.26571 -2.56485 -1.54721
H 0.66755 0.58672 1.66246
H -1.70132 0.62675 1.70155
H -2.18878 0.79009 -0.06528
H 2.82499 0.77396 -0.35806
H 2.40832 2.05581 0.56037
H -0.39465 1.44364 -0.68844
H -1.68480 -1.51052 1.24906

No. 3
17
Properties=species:S:1:pos:R:3 method="wB97M-V/def2-TZVPD" gap_ev="3.77 / 3.78" charge=+1 lumo_ev="-8.48 / -8.48" e_homo_ev="-12.26 / -12.27" energy_ev=-20143.6866 e_above_lowest_ev=7.514
C -0.02377 0.45155 1.09730
C 1.37790 0.50982 -0.73930
C 0.70369 1.84221 -0.55447
C 0.87127 -1.75148 0.16818
N 0.60639 -0.33280 0.21429
N 0.16643 1.74283 0.81674
O -3.63647 -1.50539 0.11636
S -4.03714 0.04092 0.26254
H 1.31155 0.00124 -1.64199
H 2.51348 0.32326 -0.60765
H 1.46434 2.63762 -0.61139
H -0.05031 1.98732 -1.41220
H 2.03543 -1.98378 0.19000
H 0.24718 -2.14687 0.99907
H 0.65915 -2.25138 -0.71337
H -0.33032 2.31895 1.44730
H -3.87881 -1.88403 0.96860

No. 4
17
Properties=species:S:1:pos:R:3 method="wB97M-V/def2-TZVPD" gap_ev="8.28 / 8.28" charge=+1 lumo_ev="-4.24 / -4.24" e_homo_ev="-12.52 / -12.52" energy_ev=-20145.9884 e_above_lowest_ev=5.212
C -0.02665 0.15998 -0.34503
C -0.92813 1.38822 1.42911
C 1.22513 -0.05970 1.76241
C 0.26407 -0.88465 -2.48319
N 0.17043 0.52245 0.92669
N -1.81503 0.86774 -0.75616
O 0.61628 -0.61775 -1.10655
S -1.69620 2.24629 0.05940
H -1.83734 0.83202 1.87132
H -0.59839 2.17223 2.14847
H 0.74014 -0.69532 2.45787
H 1.81091 -0.77296 1.28099
H 1.75693 0.54800 2.53078
H -0.37952 -0.08741 -2.65003
H -0.23828 -1.83225 -2.59976
H 1.20722 -1.04744 -3.03695
H -1.85127 1.03062 -1.75189

No. 5
16
Properties=species:S:1:pos:R:3 method="wB97M-V/def2-TZVPD" gap_ev="7.35 / 7.91" lumo_ev="-1.42 / -0.20" e_homo_ev="-8.77 / -8.11" energy_ev=-16556.9739 e_above_lowest_ev=5.912
C -3.35003 -0.64052 -0.17220
C -2.34341 0.09207 0.25077
C -0.89300 -0.12448 0.06251
C 0.19854 0.37622 0.66353
N 2.90229 1.38711 -0.30121
N 1.42265 -0.18798 0.64456
P 1.95992 -1.57036 0.06089
H -4.27547 -0.16467 -0.08128
H -3.09757 -1.56563 -0.62217
H -2.43362 1.13722 0.60907
H -0.74522 -0.85163 -0.60406
H -0.00731 1.16589 1.28318
H 2.06775 1.72232 -0.77900
H 3.09219 2.18604 0.29374
H 2.08246 -1.57454 -1.46246
H 3.41983 -1.38705 0.15412

No. 6
16
Properties=species:S:1:pos:R:3 method="wB97M-V/def2-TZVPD" gap_ev="6.09 / 6.56" multiplicity=3 charge=+1 lumo_ev="-3.57 / -8.12" e_homo_ev="-9.65 / -14.68" energy_ev=-18097.2567 e_above_lowest_ev=1.750
C 2.97191 1.26583 -1.67825
C 1.30022 -0.49290 -0.83619
C -1.20670 0.39842 1.45006
C -1.86442 -0.49539 0.39674
N 2.17482 0.22877 -1.14909
N -2.57973 -1.56118 0.78089
S 0.29695 -1.63789 -0.45062
H 2.97892 1.61907 -2.73932
H 2.69595 2.15892 -1.10843
H 4.07842 0.95608 -1.34156
H -1.38307 1.49093 1.33791
H -1.90072 -0.02503 2.32894
H -1.86132 -0.17757 -0.64763
H -0.13517 0.33344 1.67536
H -3.21714 -2.09824 0.20650
H -2.34894 -1.96327 1.77470

No. 7
17
Properties=species:S:1:pos:R:3 method="wB97M-V/def2-TZVPD" smiles="[H]/N=C/C[N@@H+](C)C(=S)S" gap_ev=8.58 charge=+1 lumo_ev=-4.86 e_homo_ev=-13.44 energy_ev=-28935.1309 e_above_lowest_ev=3.211
C -0.99442 -0.92927 -1.13003
C 0.39187 -1.02508 -0.72109
C 0.12787 -0.10689 1.47894
C 0.91875 1.36382 -0.46130
N -1.63054 0.08114 -0.70860
N 0.90219 0.05333 0.20818
S 0.32619 -1.47846 2.26505
S -0.70789 1.36328 1.99164
H -1.35815 -1.80498 -1.61192
H 0.86803 -1.15919 -1.66230
H 1.66227 1.47796 -1.38674
H -0.21177 1.43571 -0.64695
H 1.27112 2.05995 0.31528
H -2.49787 0.18859 -1.23708
H 1.83629 -0.25460 0.41805
H 0.65528 -1.95619 -0.03300
H -1.55922 0.69087 2.92188

No. 8
17
Properties=species:S:1:pos:R:3 method="wB97M-V/def2-TZVPD" gap_ev=8.65 charge=+1 lumo_ev=-4.46 e_homo_ev=-13.12 energy_ev=-28936.9831 e_above_lowest_ev=1.359
C 1.51654 0.34567 -0.19876
C -1.69326 -0.88076 0.15504
C -1.32482 0.00691 1.27784
C 0.01796 0.36682 -0.84064
N 2.33058 1.44672 -0.23383
N -0.64815 -0.81758 -0.89660
S 1.99828 -1.03357 0.62461
S -0.67090 1.48755 0.50078
H -1.90824 -1.99893 0.50660
H -2.56374 -0.49774 -0.27760
H -2.25738 0.17916 1.87272
H -0.60188 -0.40893 1.84452
H 0.14941 0.88349 -1.80231
H 2.13908 2.33524 -0.67130
H 3.25107 1.43907 0.04739
H 1.24099 -1.85341 -0.11710
H -0.97555 -0.99971 -1.79134

No. 9
16
Properties=species:S:1:pos:R:3 method="wB97M-V/def2-TZVPD" smiles="C1=NNCCCN1" gap_ev=8.88 lumo_ev=0.80 e_homo_ev=-8.08 energy_ev=-8759.6230 e_above_lowest_ev=4.902
C 0.67222 -1.01104 -0.39866
C 1.41171 0.23226 0.12802
C -0.85392 1.67348 0.08081
C -0.56003 -1.29692 0.25121
H 1.47569 -1.74931 -0.18413
H 0.51559 -0.71804 -1.64389
H 2.42862 0.37333 -0.53661
H 1.77046 0.13645 1.14196
H 1.18111 2.20240 -0.24704
H -1.14473 2.59701 0.33571
H -2.55395 -0.93078 0.35482
H -0.94052 -2.22342 0.11599
H -0.34982 -0.76008 1.33032
N 0.51473 1.29640 -0.22468
N -1.83968 0.81815 -0.23242
N -1.72748 -0.63989 -0.27141

No. 10
16
Properties=species:S:1:pos:R:3 method="wB97M-V/def2-TZVPD" gap_ev=9.69 lumo_ev=0.86 e_homo_ev=-8.83 energy_ev=-8763.6879 e_above_lowest_ev=0.837
C -0.98958 -0.88759 1.03631
N 0.13802 -0.97929 -1.91878
C 0.94067 0.56693 0.29835
N 1.19145 1.65444 1.09019
C -0.76035 -0.24038 -1.35535
C -0.56289 0.20198 0.06275
N 1.96232 -0.15894 -0.01957
H -0.14091 -1.25860 -2.86759
H 0.54424 2.42955 1.04997
H 2.16711 1.93291 1.05441
H 1.63161 -0.96050 -0.58837
H -1.63553 0.12094 -1.91900
H -1.18768 1.09013 0.21568
H -0.38815 -1.79538 0.91771
H -0.87544 -0.54495 2.07012
H -2.03491 -1.17125 0.87316

No. 11
16
Properties=species:S:1:pos:R:3 method="wB97M-V/def2-TZVPD" gap_ev=9.72 lumo_ev=0.60 e_homo_ev=-9.12 energy_ev=-8759.2070 e_above_lowest_ev=5.318
N -0.35224 -0.19895 -2.40185
C -1.20847 0.49988 -1.67358
N -1.43411 1.69144 -1.43168
H 0.20736 0.32029 -3.07452
H -0.59311 -1.08161 -1.60684
H -2.33944 1.98052 -1.08984
H -1.46245 -0.57483 -0.86601
C 1.18783 0.34791 0.85931
C 0.78025 -1.89398 1.26462
C 0.56664 1.02777 1.82154
N 1.59050 -0.98146 0.94434
H 1.51197 0.84117 -0.05035
H 1.15266 -2.90485 1.39397
H -0.28787 -1.71991 1.43167
H 0.43410 2.09575 1.74164
H 0.24640 0.55088 2.73758

No. 12
16
Properties=species:S:1:pos:R:3 method="wB97M-V/def2-TZVPD" gap_ev=9.37 lumo_ev=0.58 e_homo_ev=-8.79 energy_ev=-8762.3967 e_above_lowest_ev=2.128
C 0.26858 -0.42802 0.76839
N -0.00564 0.34862 1.95817
C 0.21712 0.36402 -0.51928
N -1.39964 0.64062 2.04022
C 0.40512 -0.34425 -1.79041
C 0.61934 -1.64620 -1.92837
N 0.01958 1.61291 -0.42467
H 0.55148 1.20702 1.91023
H -1.58665 0.98262 2.97773
H -1.66476 1.36635 1.37059
H -0.00620 2.11437 -1.31084
H -0.46938 -1.23287 0.73050
H 1.26590 -0.86697 0.87528
H 0.36258 0.28987 -2.67050
H 0.67038 -2.31557 -1.08697
H 0.75220 -2.09253 -2.90008